C17H29N3NaOSeV | ωB97M-V/def2-TZVPD

XYZ file:
```
53
Properties=species:S:1:pos:R:3:forces:R:3:mulliken_charge:R:1
Se -0.250 -0.199 1.938 0.1471 -0.0430 1.6121 0.202
V 0.457 -0.012 -0.207 2.8877 -1.1107 -1.5893 0.370
Na -2.240 2.723 -0.475 -1.5269 0.3782 -1.7913 0.756
O -0.396 3.871 -0.933 5.0928 -0.9608 1.9975 -0.512
N 2.283 0.305 -0.132 -1.2626 -0.5220 0.3934 0.703
N 0.118 -1.670 -1.127 -0.0240 0.2211 0.5275 0.473
N -0.322 1.596 -0.511 3.5623 3.2704 -0.4084 -0.139
C 3.030 1.574 -0.344 -0.6373 1.1621 0.0258 0.519
C 2.721 2.116 -1.743 0.6715 -0.5764 -0.4359 -1.511
C -1.588 -3.052 0.058 0.4469 -0.0028 0.2125 -1.267
C -1.973 0.625 2.164 -0.5035 -0.7242 0.7777 0.034
C -4.180 0.280 3.050 -3.4266 0.0173 1.0816 -0.594
C -2.381 1.812 1.616 0.0453 2.3151 -0.6601 0.096
C -1.219 -2.367 -1.252 -0.8043 0.9772 -0.1347 1.222
C 4.530 1.425 -0.138 0.3630 0.1166 0.6506 -1.701
C -3.735 2.227 1.620 -0.5504 -2.6315 2.1605 -0.761
C -4.678 1.381 2.370 0.7870 2.3295 -1.9386 -0.533
C 2.618 2.581 0.737 0.7014 -0.3938 0.4551 -0.707
C 2.959 -0.741 0.642 0.7546 -0.7723 0.3563 -1.294
C 1.260 -2.590 -1.383 0.2252 0.1107 0.3364 -1.298
C -2.261 -1.247 -1.509 -0.3563 0.0686 0.0046 -1.353
C 0.282 2.946 -0.521 -8.5146 -3.2477 -2.4923 0.373
C -1.224 -3.460 -2.334 -0.3269 0.7537 -0.4156 -1.944
C -2.881 -0.077 2.971 2.5408 -1.8411 0.3576 -0.425
H 4.937 0.682 -0.816 0.2593 -0.0558 0.0374 0.411
H -4.937 -0.304 3.679 1.4365 0.7675 -0.9023 0.337
H -5.752 1.696 2.373 1.1713 -0.5644 0.1704 0.391
H -2.570 -3.505 -0.033 -0.1089 -0.0504 -0.0339 0.476
H 5.020 2.404 -0.309 -0.2745 -0.6204 -0.0647 0.464
H -0.870 -3.844 0.273 -0.0275 -0.0520 0.1375 0.366
H 3.104 1.389 -2.483 -0.3558 0.3040 0.1478 0.361
H -2.074 -0.675 -2.441 0.0334 -0.3434 0.4991 0.357
H 2.281 -1.579 0.845 -0.1234 0.0806 0.0051 0.364
H 3.213 3.506 0.728 -0.2328 -0.3357 -0.0515 0.514
H -2.509 -0.960 3.575 -0.5139 1.0041 -0.9587 0.366
H 3.234 3.053 -1.946 0.0522 0.0846 0.2076 0.457
H -2.318 -0.549 -0.632 0.2176 -0.3897 -0.5248 0.103
H -1.596 2.538 1.210 -0.8935 -1.4452 1.5134 0.681
H 3.843 -1.202 0.134 -0.7811 0.5300 -0.0188 0.410
H 1.434 -3.367 -0.626 -0.5648 0.1975 0.2356 0.401
H -0.777 -3.143 -3.274 -0.0641 0.1443 -0.0757 0.437
H 2.618 2.114 1.739 0.0262 0.3422 -0.3256 0.347
H -2.235 -3.830 -2.556 0.2044 0.3850 0.2631 0.413
H 4.713 1.161 0.928 0.2041 0.0170 -0.8358 0.407
H -1.594 -2.349 0.887 -0.0973 -0.0547 0.0599 0.145
H -0.672 -4.295 -1.968 0.4497 -0.7551 0.1661 0.498
H 1.227 -3.157 -2.324 -0.3802 0.6432 0.0716 0.392
H -4.071 3.144 1.161 -0.0866 0.2556 0.0854 0.568
H 3.342 -0.421 1.631 -0.4739 0.2448 -0.4107 0.415
H -3.275 -1.683 -1.577 0.4853 0.1500 -0.0344 0.458
H 1.653 2.268 -1.949 0.2348 -0.1465 -0.0213 0.404
H 2.146 -1.992 -1.376 0.6184 0.2156 -0.3313 0.436
H 1.558 2.852 0.592 -0.7071 0.5532 -0.0938 -0.090
```
Forces are in eV/Å.

Values from the calculation:
- Net charge: +2
- Lowest unoccupied orbital energy (alpha / beta): -9.7 / -9.6 eV
- Energy relative to the best compared isomer or geometry (same formula, charge and spin): 103.8 kcal per mole